Model 1:
Molecular formula: C10H15N3
Method: DFT, ωB97M-V with the def2-TZVPD basis set

```
! RIJCOSX wB97M-V def2-TZVPD def2/J DEFGRID3
* xyz 0 1
C -1.89 -0.43 -1.50
C -1.53 0.64 0.45
C -2.54 0.07 -0.35
C 1.67 -1.65 1.08
C 1.83 0.88 -0.85
C 0.88 1.03 0.09
C -3.90 -0.10 0.16
C 3.29 1.22 -0.80
C 0.93 1.58 1.43
C -0.65 -2.65 0.84
N -0.58 -0.13 -1.55
N 0.62 -2.18 1.00
N -0.41 0.53 -0.31
H -2.24 -1.09 -2.23
H -1.36 0.92 1.48
H 1.53 0.41 -1.82
H -4.07 -0.71 1.07
H -4.26 0.81 0.38
H -4.56 -0.51 -0.58
H 3.40 1.75 -1.73
H 3.88 0.35 -0.77
H 3.58 1.94 -0.09
H 0.17 2.36 1.51
H 1.94 1.86 1.68
H 0.66 0.72 2.08
H -1.30 -2.10 0.05
H -1.26 -2.51 1.67
H -0.56 -3.68 0.67
*
```

HOMO level (eV): -8.01
E_LUMO (eV): 0.78
Gap between HOMO and LUMO (eV): 8.791

***

Model 2:
Molecular formula: C10H15N3
Method: DFT, ωB97M-V with the def2-TZVPD basis set

```
! RIJCOSX wB97M-V def2-TZVPD def2/J DEFGRID3
* xyz 0 1
C -0.68 -1.36 -0.26
C -0.04 -0.24 -2.42
C 0.38 -0.66 -1.05
C -1.07 -0.68 -3.06
C 0.47 0.68 -0.14
C -0.53 -0.91 1.23
C 2.44 -1.51 0.31
C -2.50 1.32 1.43
C 1.71 -1.47 -1.00
C -1.02 1.43 1.83
N -1.60 -2.08 -0.60
N -2.05 -0.85 -3.73
N -0.30 0.40 1.03
H 0.38 0.62 -3.02
H 1.45 1.10 0.07
H 0.01 1.53 -0.69
H -1.24 -1.05 2.06
H 2.21 -2.46 0.75
H 1.96 -0.77 0.90
H 3.54 -1.33 0.24
H -2.94 2.10 2.01
H -2.56 1.50 0.39
H -2.86 0.30 1.71
H 1.17 -2.30 -1.45
H 2.37 -1.08 -1.78
H -0.44 2.35 1.69
H -1.05 1.18 2.91
H -2.30 -1.70 -4.33
*
```

HOMO level (alpha / beta) (eV): -6.83 / -7.94
E_LUMO (alpha / beta) (eV): 0.13 / 0.47
Gap between HOMO and LUMO (alpha / beta) (eV): 6.957 / 8.406

***

Energy comparison, zero being the most stable, in eV: model 1 0.000; model 2 2.690.